The following is a DFT calculation (ωB97M-V with the def2-TZVPD basis set) of a 2-piece molecular cluster, C4H8NO3 overall.

LUMO ... 1.4 eV
Molar mass ... 118.11 g/mol
Energy relative to the best compared isomer or geometry (same formula, charge and spin) ... 744.2 kJ/mol
Kohn-Sham gap ... 5.12 eV
F_max ... 0.075 hartree/bohr
E_HOMO ... -3.8 eV
Total charge ... -1
E ... -11905.5812 eV

Each line ends with the Mulliken charge.
Positions of all 16 atoms, in Å:
C1 0.1532 -0.2961 0.7735  -0.245
O1 -1.9488 -0.6777 2.2272  -0.449
C2 -1.5566 -0.0816 1.2654  0.166
C3 0.3833 -0.3126 -0.6740  -0.321
C4 1.4909 -1.3573 -0.9735  -0.644
O2 -0.8587 2.3979 -0.6442  -0.986
O3 1.0450 -2.5992 -0.9739  -0.784
N1 -0.3207 0.8401 1.3655  -0.537
H1 0.7188 -0.9735 1.4126  0.477
H2 0.6152 0.6966 -1.0502  0.487
H3 -0.4153 1.6065 0.5861  0.501
H4 -2.2206 0.2703 0.4792  0.464
H5 -0.5213 -0.6679 -1.1850  0.212
H6 2.3205 -1.1732 -0.2384  0.261
H7 1.9134 -1.0075 -1.9410  0.253
H8 -0.7979 3.3352 -0.4292  0.146